Entry 1:
Density functional theory data (ωB97M-V/def2-TZVPD) for a molecular structure, C26H36F6N2O7S.

F_max = 3.03 eV Å⁻¹
Calculated total energy = -71996.521 eV

```
! wB97M-V def2-TZVPD RIJCOSX def2/J DEFGRID3
* xyz 0 1
H 1.10 -4.69 -1.70
H 7.10 0.21 0.85
C 4.23 0.37 0.56
H 2.63 -3.63 -1.96
O 4.77 -0.11 -0.39
C -4.30 -5.18 -1.94
F 4.63 6.41 5.91
H 2.90 6.64 1.77
O -4.19 -0.64 0.97
H 1.17 -2.54 1.26
H -4.72 -0.13 0.33
F 3.02 7.41 6.95
C -2.59 0.69 -1.88
O 2.11 -3.91 0.03
H -2.57 -0.34 -1.45
C -4.35 -2.29 -1.62
H -6.63 -3.15 1.02
C 1.55 5.91 3.29
C 2.89 7.36 4.57
H -1.21 -1.10 -0.07
N -4.12 -6.50 -2.27
H -4.48 -0.62 -4.02
H -4.40 -1.19 -1.46
H 2.80 -5.31 -1.33
O 2.42 6.11 4.41
F 4.50 8.56 5.87
H 7.77 -0.84 2.11
C 5.62 -0.83 2.04
H 7.04 0.72 2.54
H -1.72 -1.58 -3.07
H 5.51 -1.20 3.06
O -4.61 -2.24 2.45
S -3.05 -6.59 -3.54
H 5.51 -1.68 1.37
H -1.42 1.68 -0.29
C -5.18 -4.62 -0.84
C -4.90 -1.78 1.39
O 2.64 8.28 3.85
H -2.30 -2.54 -4.49
H 0.31 -0.44 0.63
C -3.51 -2.78 -2.68
C 2.12 -4.41 -1.32
H 1.68 5.50 1.18
H -1.87 1.16 -3.96
H -6.60 -1.60 -0.02
H -3.47 1.21 -1.37
C 0.60 -2.07 -0.88
C -3.46 -4.29 -2.85
H -1.04 2.36 -1.92
H 0.09 -3.77 0.44
H -0.07 -2.65 -1.58
H -0.05 -0.06 -2.49
C 6.96 -0.15 1.87
H -3.15 -0.46 -5.23
F 1.88 0.72 0.83
C -1.25 1.40 -1.38
C 3.77 7.44 5.82
C -5.18 -3.19 -0.69
H 3.07 4.93 2.12
C -6.00 -2.44 0.44
C -0.08 0.34 -1.44
F 3.18 2.37 1.35
C 0.97 -3.08 0.30
F 2.87 1.86 -0.72
C 2.34 5.74 2.01
O 4.54 0.11 1.84
H -3.59 1.57 -3.62
N -2.69 -4.97 -3.77
C 3.04 1.33 0.50
H 0.83 6.73 3.21
H -5.78 -5.29 -0.17
H 1.49 -1.77 -1.48
H 0.87 0.91 -1.24
C -0.16 -0.77 -0.32
C -3.36 -0.55 -4.11
C -2.80 0.77 -3.45
C -2.65 -1.89 -3.64
H 0.98 5.00 3.50
*
```


Entry 2:
Density functional theory data (ωB97M-V/def2-TZVPD) for 5 unconnected molecules or ions with the total composition C33H36BrF4I2NO2P.

F_max = 0.78 eV Å⁻¹
Calculated total energy = -146793.542 eV

```
! wB97M-V def2-TZVPD RIJCOSX def2/J DEFGRID3
* xyz -1 1
H -1.92 -1.07 -0.87
C 1.87 -4.97 -0.28
H -2.79 -0.99 3.95
H -1.12 -1.93 -7.42
F 5.21 1.59 7.77
C -0.68 -0.14 -3.14
C -2.73 -1.13 -6.27
H 6.17 0.33 5.73
H -1.62 -0.64 -3.38
H 2.38 -5.33 0.61
H -2.98 8.60 3.02
O 1.94 -1.33 -4.26
C -2.21 -0.08 3.91
C -2.74 0.98 -8.08
C -1.43 5.61 2.66
C -1.01 -0.06 3.23
C 0.19 7.40 2.89
C 2.21 -2.88 -1.84
C 2.95 0.20 4.65
H 2.63 -1.88 -1.76
C -1.84 -0.07 -8.23
C -1.88 2.25 4.43
F -0.57 -1.19 2.65
C 2.00 -3.46 -0.44
F -4.47 -0.08 -5.10
N -0.03 -3.80 -2.32
H 1.50 -5.12 -2.79
H -4.35 1.78 -6.87
C 3.10 1.34 6.77
H 2.26 -5.50 -1.14
C -0.12 6.07 2.72
H -3.48 6.20 2.73
H -2.74 1.80 -8.78
C 1.16 -2.31 -4.13
H 0.81 -5.23 -0.17
C 4.47 1.13 6.74
Br -1.77 -3.53 -3.01
H -0.60 -0.82 0.30
O 0.53 -2.97 -4.95
H 4.80 -0.53 3.84
C 4.32 0.00 4.65
H -0.80 -6.91 -2.80
C -2.45 6.53 2.77
C -0.85 8.31 2.99
H -0.63 9.36 3.12
C -3.64 0.98 -7.02
I 3.78 -3.91 -2.91
H -2.22 3.16 4.90
H -3.58 1.10 5.05
H -0.91 0.85 -2.74
H 0.52 -6.90 -1.63
C 2.34 0.86 5.71
H 1.13 -2.97 -0.01
I 3.60 -2.74 0.86
C -2.17 7.88 2.94
H 2.66 1.86 7.60
H 1.22 7.71 2.93
H -2.72 -1.94 -5.55
H -1.13 -0.06 -9.05
H -0.07 -0.02 -4.04
H 2.36 -0.18 3.83
C -2.64 1.09 4.51
H -0.93 -2.43 -0.36
H 0.70 1.04 2.58
H -0.07 3.14 3.67
C 0.42 -5.10 -2.87
C -3.61 -0.08 -6.13
C 0.88 -2.65 -2.61
C -1.83 -1.12 -7.33
C -0.23 -6.27 -2.12
C -0.23 1.08 3.13
H 1.27 1.02 5.71
H -1.63 4.55 2.53
P 0.35 -0.96 -1.88
H 0.20 -5.15 -3.93
H -0.90 -5.90 -1.34
C -0.90 -1.37 -0.59
C -0.68 2.24 3.74
F 0.89 5.18 2.62
C 5.10 0.47 5.71
*
```


Entry 3:
Density functional theory data (ωB97M-V/def2-TZVPD) for a molecular structure, C64H65Ge2O4PPdS4.

F_max = 1.53 eV Å⁻¹
Calculated total energy = -244759.291 eV
<S²> = 6.021

```
! wB97M-V def2-TZVPD RIJCOSX def2/J DEFGRID3
* xyz 0 5
C -5.98 -0.87 4.28
C -6.52 -5.50 0.68
H -8.54 2.72 -0.02
H -5.44 1.96 -4.94
C -1.82 5.03 1.41
C 0.68 -4.74 -1.51
H -4.71 -1.13 7.31
H -2.19 -3.73 -4.12
H -5.76 1.96 4.59
C -5.24 -2.31 -4.15
C -7.16 -2.41 -2.55
C -3.34 -4.12 3.39
C -2.36 4.23 2.57
O -0.17 1.14 2.24
H -2.65 -1.39 -5.73
H 1.37 3.70 1.29
H -6.95 -1.22 1.12
C -5.38 -3.95 -0.76
C -5.11 -3.14 0.35
C -3.27 2.69 4.70
H -8.64 0.44 -2.56
C -6.19 5.61 0.60
H -7.64 -0.20 2.39
H -2.61 5.53 0.85
Pd -1.11 0.16 0.57
H 0.36 -8.02 -0.76
H -4.04 4.10 -2.23
C -1.11 3.05 5.95
O 1.73 1.84 3.14
H -6.66 -0.06 4.51
H 3.17 -2.51 -0.30
C -5.98 1.92 -4.00
H -7.21 5.06 -1.21
C 0.94 1.81 2.20
H -2.43 -4.05 3.98
H 2.69 -1.62 2.00
C 0.38 -6.42 0.67
H -8.64 0.49 -5.25
C -6.16 -1.57 3.09
C -6.48 4.77 -0.46
C -6.23 2.67 -1.73
C -3.64 3.66 2.53
C -4.89 3.16 0.36
C 0.60 -6.11 -1.70
H -1.28 4.38 0.72
H -0.59 4.47 3.74
S -0.95 -1.78 -1.08
H -1.69 -2.28 4.22
H -3.46 2.95 -3.44
C -4.91 -3.51 -2.10
C -2.01 3.25 4.76
H -3.32 -5.71 -1.43
H -3.32 -2.50 5.56
H 0.44 -4.65 1.87
H 0.48 2.59 0.22
H 0.29 -1.59 5.54
H -7.39 -2.71 -1.54
H -1.12 5.79 1.77
H -7.37 1.52 0.53
C -4.27 -2.98 3.69
C -5.55 -3.50 1.62
C 0.62 -4.20 -0.23
H -7.50 -0.78 -4.82
H -7.85 -2.91 -3.23
C -4.59 4.00 1.44
H -0.13 2.71 5.62
C -5.53 2.71 -2.94
H -6.69 6.56 0.69
H -3.90 0.17 6.44
H -5.64 1.58 2.87
H -6.31 -5.75 -1.45
S -1.94 1.82 -1.02
S -5.06 -0.05 -1.15
H -6.62 -4.96 2.76
C -8.08 1.76 -0.27
C -3.63 -3.89 -2.54
C 2.35 -2.02 -0.82
C -3.18 -3.44 -3.78
C 1.61 -1.60 3.85
H -5.65 0.22 6.66
H -1.44 -2.77 1.81
C 0.44 -6.95 -0.61
H -4.48 4.30 -3.93
H 0.27 -7.08 1.52
C -5.52 2.37 3.62
C -5.26 5.22 1.55
C -3.44 -2.13 -5.90
H -1.54 2.32 6.64
H 2.47 -1.27 4.42
H -3.07 -4.14 2.33
H -5.03 5.86 2.39
C -2.78 -4.80 -1.70
C -0.72 -2.16 3.74
C -7.59 0.28 -5.05
Ge -3.81 -1.63 -0.08
H 0.78 -4.07 -2.36
O 3.14 0.29 -1.07
C -4.11 2.91 3.61
H -4.22 -1.65 -6.49
C 0.63 -2.17 1.75
O 1.17 -0.23 -0.09
C -4.81 -0.44 6.47
C -5.30 -2.65 2.81
H -7.04 -6.44 0.82
C 1.26 2.67 0.97
C -4.12 -2.24 4.86
C -7.10 1.12 -3.89
C 1.74 -1.79 2.49
C -4.31 3.57 -3.14
C -5.84 3.55 -0.59
H -0.98 3.99 6.49
H 2.20 2.34 0.54
C -6.27 -4.68 1.77
H -8.11 -1.90 2.26
H -1.88 -5.09 -2.24
C -4.98 -1.20 5.18
Ge -3.88 1.48 0.01
C -5.74 -2.74 -2.93
C -7.27 -1.20 2.16
H -3.82 -5.08 3.61
H -5.88 -1.69 -4.78
H -8.85 1.00 -0.30
C 2.30 -0.48 -0.68
C 0.48 -5.05 0.86
C 0.38 -1.77 4.47
H 0.66 -6.52 -2.70
C -0.61 -2.37 2.37
H -2.47 -4.31 -0.77
C -7.35 1.84 -1.59
S -3.35 -0.01 1.69
H -3.63 2.09 5.53
H -7.32 -1.33 -2.63
C -1.57 4.03 3.69
H -7.01 0.49 -5.95
C -3.97 -2.63 -4.59
C -6.09 -5.13 -0.59
P 0.72 -2.37 -0.06
H -3.01 -2.94 -6.48
C -7.77 1.08 -2.67
H 2.37 -2.32 -1.87
H -6.24 3.16 3.38
*
```


Entry 4:
Density functional theory data (ωB97M-V/def2-TZVPD) for 12 unconnected molecules or ions with the total composition C5H32NO13.

F_max = 2.62 eV Å⁻¹
Calculated total energy = -33793.948 eV
<S²> = 0.753

```
! wB97M-V def2-TZVPD RIJCOSX def2/J DEFGRID3
* xyz 2 2
H -0.53 0.33 -0.14
C 0.21 -1.96 1.23
O -0.05 3.40 1.48
H -3.43 0.72 -0.77
H -3.13 -2.88 0.72
O 1.12 1.04 -4.41
H -0.55 -0.94 -2.96
H -3.56 -0.47 -3.25
H 0.85 0.49 -5.16
H 1.03 -1.87 0.52
H 0.32 3.65 2.33
O 3.27 -2.11 -1.48
O -0.72 -1.60 -2.28
H -0.99 3.61 1.41
O -0.76 1.51 -2.13
H 0.06 1.49 0.94
C 0.90 -0.29 2.86
O 4.34 -2.26 1.56
O 0.53 -0.13 4.00
H 0.54 -2.46 2.15
O 2.65 0.76 0.28
O -3.42 -0.46 -2.30
H 3.32 0.07 0.18
O -3.94 1.14 2.46
H 0.71 1.89 -4.61
H 2.75 -2.72 -2.00
H -3.26 1.76 0.28
H -4.84 1.19 2.15
H -0.05 -1.40 -1.62
O -2.92 1.54 -0.60
H -2.50 -1.89 2.05
H -0.68 -3.52 0.04
O 1.74 2.95 -0.76
H 0.78 3.04 -0.78
C -2.23 -2.48 1.19
H -2.48 -0.47 -2.11
H 2.76 -0.30 3.28
H 1.90 3.19 -1.69
C -0.95 -2.71 0.68
H 4.19 -2.07 -1.76
H -1.53 2.10 -2.18
O 2.17 -0.59 2.56
H 1.13 0.37 0.19
N 0.15 0.51 0.61
H -3.94 1.45 3.37
H -0.41 1.47 -3.03
H 4.18 -2.32 2.51
C -0.06 -0.47 1.69
H 2.85 1.64 -0.08
H -1.02 -0.36 2.17
H 3.49 -2.58 1.23
*
```


Question: Which formula does entry 1 have?
Answer: C26H36F6N2O7S